Formula: C19H32N2O5
Source: the Open Molecules 2025 dataset
Level of theory: the ωB97M-V functional and the def2-TZVPD basis

Calculated values
**Energy relative to the best compared isomer or geometry (same formula, charge and spin)**: 0.7498 eV
**Charge**: 0
**Gap between HOMO and LUMO**: 9.9 eV
**Electronic energy**: -1228.9869 hartree
**SMILES string**: CCC[C@H](N[C@@H](C)C(=O)N1[C@H](C(=O)O)C[C@@H]2CCCC[C@@H]21)C(=O)OCC

Each line ends with the Mulliken charge.
Element x y z (Å)
O 2.434 -0.239 -1.961  -0.882
O 2.584 -4.451 -1.125  -0.577
O 0.125 4.003 -0.716  -0.285
O 3.149 -2.716 -2.379  -0.564
O -2.013 3.889 -1.399  -0.608
N 1.281 -1.414 -0.448  0.295
N 0.086 1.268 -0.205  0.043
C -1.652 -3.485 0.729  -0.599
C 0.392 1.405 -2.708  -1.662
C -1.456 1.262 2.345  0.084
C 0.204 0.539 -1.462  0.360
C 0.277 5.292 -1.315  -0.311
C 2.726 -3.267 -1.260  0.536
C -0.099 -2.986 2.623  -1.026
C -1.305 2.468 1.419  -1.126
C -2.736 0.471 2.101  -1.078
C -0.673 -2.879 -0.270  -1.089
C 1.398 -0.407 -1.315  0.687
C -0.885 -4.078 1.905  -0.747
C -1.068 3.412 -0.827  -0.417
C 0.651 5.193 -2.786  -1.091
C 2.053 -2.961 1.188  -1.145
C 0.142 -1.759 0.385  0.958
C 0.819 -2.204 1.687  -0.215
C -1.101 2.090 -0.061  0.747
C 2.431 -2.262 -0.119  -0.529
H -0.150 4.715 -3.343  0.283
H -1.458 1.626 3.374  0.448
H 1.160 -1.303 2.210  0.510
H -1.208 -2.481 -1.134  0.347
H 1.563 4.615 -2.909  0.261
H -0.805 -2.285 3.075  0.300
H 1.068 5.778 -0.739  0.344
H -0.705 -0.063 -1.581  0.235
H -2.338 -2.715 1.088  0.266
H -3.606 1.119 2.186  0.423
H -0.588 0.614 2.222  -0.244
H -1.965 1.523 -0.420  0.409
H -1.577 -4.544 2.609  0.388
H -0.476 2.042 -2.861  0.516
H 0.002 -3.658 -0.629  0.322
H 1.282 2.021 -2.601  0.225
H -0.479 -0.880 0.547  -0.680
H -0.210 -4.853 1.542  0.341
H 1.819 -4.004 0.973  0.436
H 3.098 -1.718 -2.343  0.437
H -2.741 0.023 1.111  0.135
H -2.194 3.099 1.491  0.381
H 0.520 0.772 -3.582  0.467
H 2.868 -2.937 1.908  0.407
H 0.808 6.191 -3.185  0.421
H 3.315 -1.618 -0.016  0.604
H 0.498 -3.420 3.427  0.375
H -2.241 -4.261 0.237  0.442
H -0.662 5.843 -1.199  0.337
H -0.442 3.055 1.739  0.368
H 0.911 1.844 -0.062  0.390
H -2.832 -0.326 2.834  0.344

---

Formula: C21H33F7NO8
Source: the Open Molecules 2025 dataset
Level of theory: the ωB97M-V functional and the def2-TZVPD basis

Calculated values
**Charge**: +1
**Gap between HOMO and LUMO**: 4.5 eV
**Electronic energy**: -2175.3528 hartree

Each line ends with the Mulliken charge.
Element x y z (Å)
F 2.296 -6.418 -4.266  -0.285
F -0.161 -6.338 -3.896  -0.286
F -1.407 -5.009 -1.830  -0.255
F 0.388 -6.923 -1.872  -0.260
F -0.294 -3.783 -3.218  -0.267
F 0.520 -4.188 -1.260  -0.240
F 2.217 -4.446 -3.380  -0.288
O -3.149 4.077 0.612  -0.344
O 2.859 -6.217 -2.164  -0.290
O -3.514 3.696 3.629  -0.440
O 1.834 -0.250 -0.433  -0.437
O -1.100 0.258 -1.152  -0.153
O 2.880 -4.978 -0.307  -0.389
O -5.597 5.649 2.543  -0.299
O 0.511 1.785 1.394  -0.108
N 7.333 -3.828 -1.876  0.020
C 6.561 -3.953 -2.966  -0.631
C -1.456 0.553 -2.486  -0.833
C 2.005 -5.759 -3.154  0.606
C -4.076 2.949 2.561  -0.466
C 1.796 1.165 -0.558  -0.365
C 4.797 -4.805 -1.582  1.005
C 5.624 -4.667 -0.471  -0.522
C -0.470 -0.997 -0.976  -0.400
C 3.406 -5.288 -1.304  0.105
C 0.672 -0.933 0.016  -0.263
C 0.495 -5.969 -2.789  0.759
C 1.761 1.930 0.747  -0.553
C 0.586 1.653 2.799  -1.024
C -3.440 5.109 3.527  -0.286
C -1.866 4.369 0.111  -0.475
C 5.272 -4.458 -2.838  -0.156
C 6.909 -4.174 -0.649  -0.406
C -0.193 -4.686 -2.262  0.664
C -6.961 5.467 2.858  -0.774
C -4.757 5.840 3.668  -0.549
C -3.215 2.849 1.321  0.196
H -1.655 3.779 -0.789  0.091
H 8.266 -3.454 -1.998  0.288
H -0.096 -1.385 -1.931  0.209
H -1.835 5.428 -0.146  0.323
H -2.912 5.418 2.623  0.106
H -7.445 5.035 1.983  0.233
H 5.296 -4.925 0.520  0.498
H -0.363 1.243 3.143  0.262
H 1.387 0.967 3.095  0.463
H 2.577 1.591 1.394  0.354
H 0.987 1.484 -1.216  0.096
H 2.735 1.425 -1.054  0.400
H 4.664 -4.562 -3.719  0.465
H -2.212 2.511 1.601  -0.241
H -7.444 6.421 3.094  0.323
H -3.654 2.092 0.658  0.353
H -2.367 0.022 -2.780  0.296
H -1.219 -1.703 -0.589  0.408
H 1.920 2.993 0.523  0.372
H 0.332 -0.555 0.980  -0.001
H -4.542 6.913 3.761  0.373
H -7.089 4.777 3.699  0.354
H -5.083 3.291 2.317  0.157
H -4.168 1.935 2.959  0.410
H -1.091 4.168 0.858  0.215
H -2.823 5.411 4.377  0.389
H 6.944 -3.665 -3.928  0.425
H 0.746 2.623 3.281  0.328
H -0.647 0.302 -3.181  0.380
H 1.006 -1.962 0.177  0.365
H -5.255 5.510 4.586  0.347
H -1.639 1.625 -2.548  0.213
H 7.613 -4.037 0.153  0.435

---

Formula: FH2NS
Source: the Open Molecules 2025 dataset
Level of theory: the ωB97M-V functional and the def2-TZVPD basis

Calculated values
**Energy relative to the best compared isomer or geometry (same formula, charge and spin)**: 0.2953 eV
**Charge**: 0
**Gap between HOMO and LUMO**: 10.3 eV
**Electronic energy**: -553.8931 hartree
**SMILES string**: FNS

Each line ends with the Mulliken charge.
Element x y z (Å)
S -0.555 0.899 0.319  -0.065
F 1.837 -0.372 0.032  -0.207
N 0.390 -0.705 -0.055  -0.208
H 0.182 -1.207 0.854  0.287
H -1.039 0.688 -0.945  0.193

---

Formula: C5H18O3
Source: the Open Molecules 2025 dataset
Level of theory: the ωB97M-V functional and the def2-TZVPD basis

Calculated values
**Energy relative to the best compared isomer or geometry (same formula, charge and spin)**: 2.2190 eV
**Charge**: 0
**Gap between HOMO and LUMO**: 10.8 eV
**Electronic energy**: -426.9349 hartree
**SMILES string**: CCCCC.O.O.O

Each line ends with the Mulliken charge.
Element x y z (Å)
O -0.547 3.201 -5.118  -0.640
O -3.254 1.215 -2.021  -0.620
O -1.616 -5.213 4.479  -0.619
C 0.653 0.103 -0.758  -0.212
C 1.488 1.471 1.953  -1.044
C -0.779 -0.558 -0.415  -0.922
C 1.550 -0.123 1.652  -0.452
C 1.854 -0.484 0.176  -0.764
H 0.529 1.732 2.412  0.264
H -1.529 -0.241 -1.275  0.128
H 2.476 -0.494 2.262  0.339
H 0.948 -0.017 -1.893  0.237
H 2.883 -0.168 0.041  0.350
H 0.699 1.134 -0.393  0.191
H -2.625 1.232 -2.717  0.297
H 1.502 2.050 1.041  0.356
H -1.003 -4.614 4.671  0.288
H 0.283 3.763 -4.914  0.329
H -1.210 -0.402 0.528  0.368
H 1.725 -1.574 0.104  0.293
H 2.434 1.760 2.495  0.312
H 0.640 -0.647 2.133  0.279
H -1.930 -5.053 3.524  0.331
H -4.109 1.251 -2.422  0.309
H -0.814 -1.651 -0.609  0.290
H -0.249 2.324 -4.936  0.312